# 1
{
  "formula": "C21H31Br2FN4O2S",
  "method": "wB97M-V/def2-TZVPD",
  "elements": ["H", "H", "C", "H", "O", "C", "H", "Br", "C", "H", "C", "C", "H", "C", "C", "C", "H", "C", "H", "H", "H", "H", "H", "C", "C", "H", "Br", "H", "N", "C", "N", "C", "H", "N", "C", "C", "C", "H", "N", "H", "C", "H", "F", "O", "H", "H", "C", "H", "H", "H", "C", "H", "C", "H", "H", "H", "H", "H", "H", "C", "S", "H"],
  "xyz": [[3.716, 3.171, 5.608], [-0.999, -7.539, -1.624], [-0.423, -7.191, -0.766], [-2.827, -5.772, -1.006], [-1.431, -2.305, -1.220], [-2.253, 2.907, -1.463], [0.097, -0.275, 0.260], [-2.205, 0.018, -3.650], [-2.858, 0.912, 1.336], [-0.116, -5.373, 0.360], [-0.649, 0.151, 0.922], [2.905, 3.352, 4.902], [-1.904, 3.455, -0.587], [-1.919, 0.391, 0.478], [-1.119, 1.996, -1.964], [3.788, 0.600, -4.749], [3.578, -1.412, -3.986], [3.230, 2.014, -4.551], [3.651, 0.294, -5.788], [-2.515, -5.976, 0.724], [3.347, 3.627, 3.944], [0.239, 5.602, 4.842], [1.580, 4.194, 6.386], [-2.530, 1.186, 2.632], [0.846, 4.782, 4.456], [3.385, 2.346, -3.523], [0.606, 2.466, -1.128], [-3.176, 2.378, -1.228], [-1.024, -8.672, 1.315], [-0.289, 0.421, 2.220], [1.535, 1.136, 4.602], [3.132, -0.428, -3.834], [0.635, -7.325, -0.993], [-2.383, 0.097, -0.871], [-1.249, 0.920, 3.061], [-1.412, 0.485, -1.901], [1.991, 4.471, 5.413], [-3.267, 1.587, 3.316], [0.659, 2.064, -5.061], [0.186, 3.922, 4.327], [1.792, 2.043, -4.842], [-0.976, 1.113, 4.092], [-3.814, -1.943, -1.842], [-3.063, -1.967, 0.410], [3.260, -0.157, -2.783], [-2.356, -4.392, -0.015], [-2.191, -5.452, -0.177], [-0.428, -5.121, -1.350], [-3.857, 1.091, 0.953], [-0.480, -0.077, -1.866], [-0.722, -5.714, -0.482], [-2.504, 3.662, -2.211], [-0.761, -8.023, 0.398], [2.064, -0.520, -4.036], [2.588, 5.372, 5.563], [-0.964, 2.228, -3.014], [3.735, 2.718, -5.213], [0.699, 0.229, 2.606], [1.223, 5.075, 3.474], [2.145, 2.107, 4.732], [-2.634, -1.608, -0.896], [4.863, 0.616, -4.559]],
  "lowdin_charge": [0.118, 0.118, -0.192, 0.083, -0.250, -0.117, 0.111, 0.780, -0.035, 0.115, -0.070, -0.182, 0.059, -0.326, -0.734, -0.260, 0.073, -0.186, 0.112, 0.076, 0.120, 0.073, 0.112, -0.061, -0.105, 0.111, 0.700, 0.073, 0.138, -0.070, 0.173, -0.107, 0.114, -0.171, -0.088, -0.722, -0.261, 0.111, 0.164, 0.064, -0.229, 0.088, -0.137, -0.234, 0.075, 0.035, -0.100, 0.103, 0.128, 0.070, -0.261, 0.082, -0.240, 0.068, 0.108, 0.012, 0.117, 0.078, 0.078, -0.193, 0.584, 0.107],
  "smiles": "C[C@@H](Br)[C@H](Br)N(c1ccccc1)S(=O)(=O)F.CCCC#N.CCCC#N.CCCC#N",
  "charge": 0,
  "e_homo_ev": -9.48,
  "orbital_gap_ev": 9.66,
  "molar_mass_g_mol": 582.38,
  "lumo_energy_ev": 0.18
}

# 2
{
  "formula": "C21H31BrN4O2",
  "method": "wB97M-V/def2-TZVPD",
  "elements": ["O", "C", "H", "H", "H", "H", "H", "H", "C", "H", "H", "H", "C", "H", "N", "C", "H", "Br", "C", "H", "H", "H", "C", "C", "H", "N", "H", "H", "C", "H", "H", "H", "C", "C", "C", "C", "C", "H", "H", "H", "H", "H", "C", "H", "C", "C", "H", "N", "H", "H", "C", "C", "N", "O", "H", "H", "C", "C", "C"],
  "xyz": [[-1.960, -2.246, 3.924], [-1.237, -0.810, 0.152], [-3.777, -4.430, -0.799], [3.794, -4.602, 6.334], [4.562, -2.666, 4.110], [4.638, -4.434, 4.037], [0.676, -3.865, 3.336], [-2.296, -5.236, -1.294], [-2.826, -2.045, -1.257], [-2.695, -1.117, -1.810], [-2.592, -1.082, -6.186], [-2.169, -4.150, 5.442], [0.067, -4.939, 7.826], [2.994, -2.505, 7.531], [-3.156, -3.056, -3.466], [-0.056, -3.943, 5.268], [0.365, -0.562, 1.587], [0.169, -5.640, 9.583], [-1.985, -2.871, 1.004], [2.173, -2.936, 4.554], [-4.917, -5.058, -2.738], [-3.870, -2.093, -0.926], [4.702, -3.574, 4.704], [-1.169, -4.775, 7.232], [4.744, -2.523, 7.293], [2.337, -3.724, 5.168], [-2.188, -1.247, -3.789], [-4.020, -4.382, -4.864], [-1.219, -4.280, 5.937], [0.108, -2.967, 1.496], [5.703, -3.536, 5.133], [-2.914, -2.767, 1.575], [-0.650, -0.950, 1.546], [-2.402, -2.166, -4.335], [-1.009, -2.713, 3.332], [1.243, -4.595, 7.182], [-3.842, -5.200, -2.841], [2.183, -4.726, 7.695], [3.720, -1.544, 6.239], [-4.130, -1.407, -5.375], [-1.894, -3.904, 0.669], [-3.291, -2.695, -6.249], [1.196, -4.069, 5.893], [-2.364, -4.795, -4.379], [3.782, -2.493, 6.779], [-0.780, -2.441, 1.856], [-1.425, -2.621, -4.582], [-0.063, -3.505, 3.920], [-3.654, -6.267, -2.954], [-1.436, -3.325, -2.265], [-3.149, -1.821, -5.612], [-3.329, -4.391, -4.021], [-1.945, -1.947, -0.115], [-1.134, 0.149, -0.583], [-2.075, -5.036, 7.760], [-1.275, -0.367, 2.227], [-3.100, -4.586, -1.640], [-2.533, -3.245, -2.155], [3.651, -3.658, 5.801]],
  "lowdin_charge": [0.085, -0.443, 0.104, 0.133, 0.080, 0.078, 0.138, 0.106, -0.091, 0.111, 0.072, 0.116, -0.690, 0.071, -0.143, -0.167, 0.129, 0.735, -0.084, 0.126, 0.109, 0.140, -0.065, -0.130, 0.082, 0.038, 0.110, 0.114, -0.004, 0.144, 0.080, 0.138, -0.023, -0.256, -0.438, -0.082, -0.157, 0.094, 0.084, 0.079, 0.118, 0.063, -0.193, 0.127, -0.053, -0.193, 0.120, 0.130, 0.106, 0.152, -0.087, -0.199, -0.038, 0.069, 0.100, 0.138, -0.136, -0.300, -0.446],
  "smiles": "CCN1CCC[C@@H]1CN1C[C@H](C(=O)Nc2ccc(Br)cc2NC(C)C)CC1=O",
  "charge": 0,
  "e_homo_ev": -8.25,
  "orbital_gap_ev": 8.60,
  "relative_energy_kcal_mol": 1.2,
  "molar_mass_g_mol": 451.41,
  "lumo_energy_ev": 0.35
}

# 3
{
  "formula": "C21H31BrN4O2",
  "method": "wB97M-V/def2-TZVPD",
  "elements": ["H", "C", "H", "C", "H", "C", "H", "C", "H", "H", "C", "H", "H", "Br", "C", "C", "C", "H", "H", "H", "O", "H", "H", "N", "C", "H", "H", "N", "H", "C", "H", "H", "C", "H", "H", "H", "H", "H", "H", "H", "N", "C", "C", "C", "C", "H", "H", "C", "H", "H", "C", "C", "C", "N", "C", "H", "O", "C", "H"],
  "xyz": [[-1.951, 0.402, -0.903], [0.308, 1.550, 0.834], [3.360, 1.399, 7.052], [0.333, 2.951, 2.882], [-1.797, -2.316, -7.847], [-0.136, 0.195, 0.313], [-2.422, -0.839, -7.107], [0.444, 5.347, 3.082], [1.907, -0.110, -0.361], [-2.234, -5.392, -4.104], [1.448, 1.252, 6.039], [-3.177, -3.935, -3.774], [-0.355, -0.688, -5.693], [1.110, 6.722, 5.478], [-0.689, -1.643, -6.106], [0.582, -1.531, -1.219], [-1.093, -3.759, -3.174], [1.240, 3.867, 6.021], [0.079, -0.369, 6.464], [-2.303, -1.365, -2.749], [1.141, -2.521, -1.642], [0.343, -2.309, -3.921], [-0.494, 1.067, 2.645], [0.838, 1.503, 4.735], [-2.197, -4.304, -4.084], [-0.217, -4.406, -3.197], [0.223, -2.209, -6.368], [-0.550, -0.944, -1.703], [-2.657, -3.697, -6.139], [1.152, -0.187, 6.432], [1.377, -1.357, 0.780], [1.599, -0.878, 5.711], [0.733, 2.795, 4.220], [-0.503, 1.162, -1.595], [-1.395, -3.674, -2.131], [1.157, 0.841, 4.039], [-1.172, -0.306, -3.575], [-0.991, -4.255, -5.882], [-0.083, 4.298, 1.287], [0.951, 1.909, 6.757], [0.032, 1.773, 2.153], [-1.831, -3.698, -5.428], [-0.739, -2.390, -3.782], [0.797, 5.189, 4.407], [2.951, 1.527, 6.049], [3.180, 2.538, 5.713], [3.461, 0.826, 5.384], [-0.871, 0.302, -1.027], [1.576, -0.413, 7.410], [0.347, 6.331, 2.648], [0.945, 3.940, 4.985], [1.053, -0.706, -0.030], [-1.239, -1.210, -2.959], [-1.441, -2.338, -5.077], [-1.511, -1.385, -7.357], [-0.938, -0.797, -8.074], [0.891, 2.344, 0.125], [0.203, 4.210, 2.324], [-0.779, -0.310, 1.038]],
  "lowdin_charge": [0.133, -0.440, 0.082, -0.167, 0.063, -0.194, 0.077, -0.130, 0.139, 0.107, -0.446, 0.110, 0.111, 0.733, -0.264, -0.433, -0.134, 0.094, 0.078, 0.134, 0.069, 0.137, 0.140, 0.040, -0.164, 0.114, 0.120, -0.033, 0.113, -0.065, 0.128, 0.080, -0.194, 0.133, 0.112, 0.125, 0.125, 0.127, 0.117, 0.133, 0.129, -0.198, -0.300, -0.688, -0.053, 0.071, 0.084, -0.097, 0.080, 0.100, -0.082, -0.023, -0.090, -0.148, -0.091, 0.071, 0.084, -0.004, 0.144],
  "smiles": "CCN1CCC[C@@H]1CN1C[C@H](C(=O)Nc2ccc(Br)cc2NC(C)C)CC1=O",
  "charge": 0,
  "e_homo_ev": -8.26,
  "orbital_gap_ev": 8.65,
  "relative_energy_kcal_mol": 3.6,
  "molar_mass_g_mol": 451.41,
  "lumo_energy_ev": 0.39
}